The following is a DFT calculation (ωB97M-V/def2-TZVPD) of a 2-piece molecular cluster, C6H16O overall in a non-equilibrium geometry.

For the HOMO-LUMO gap, the calculation gives 11.18 eV. As for the SMILES: CC(C)O.CCC. Its total charge is 0. The molecular weight comes out at 104.2 g mol⁻¹. The energy above the lowest of the compared OMol25 structures with the same formula, charge and spin comes out at 2.852 eV. For the HOMO energy, the calculation gives -10.25 eV. Its total energy is -8526.382 eV. The max |F| is 4.83 eV Å⁻¹.

Geometry (Å):
O -2.53282 -1.19888 -1.77141
C 0.42639 1.60391 0.90618
C -0.19558 -0.82499 -2.08191
C 2.03582 1.41109 0.45656
C 0.42125 1.36253 2.38123
C -1.20092 -1.72265 -1.46090
C -0.93095 -1.75080 0.00933
H 1.36909 0.85011 2.55527
H 2.63157 1.85641 1.17965
H -0.17717 -0.99149 -3.19272
H -1.47902 -2.36603 0.79710
H -1.37793 -2.77104 -2.00273
H 2.42040 1.93446 -0.52341
H 0.82281 -0.95683 -1.58129
H -0.32654 0.24251 -2.00153
H -0.43355 0.56537 2.79247
H 0.21573 2.17801 2.97497
H -0.07033 2.51233 0.62454
H 2.29707 0.36457 0.40901
H -0.02764 -2.13228 0.29882
H -2.45185 -0.16676 -1.67830
H -1.21093 -0.81676 0.49792
H -0.22491 0.81722 0.41114